1.
Formula: C33H29N4O3PSW
Source: the Open Molecules 2025 dataset
Level of theory: the ωB97M-V functional and the def2-TZVPD basis

Structure (ORCA input):
```
! RIJCOSX wB97M-V def2-TZVPD def2/J DEFGRID3
* xyz 2 3
W -0.50 1.10 -0.75
C 6.91 -1.05 -2.45
C 6.36 0.20 -2.63
C 5.21 0.59 -1.96
C 4.53 -0.30 -1.13
C 5.10 -1.56 -0.90
C 6.27 -1.91 -1.57
P 2.77 -0.16 -0.60
C 1.81 0.96 -1.64
C 2.14 2.32 -1.66
C 1.50 3.24 -2.50
C 0.40 2.84 -3.22
C -0.03 1.49 -3.14
C 0.70 0.50 -2.43
C 2.70 0.84 0.87
C 3.81 1.41 1.43
C 3.82 1.85 2.74
C 2.70 1.69 3.55
C 1.52 1.12 3.02
C 0.46 0.68 3.83
C -0.49 -0.15 3.30
C -0.66 -0.20 1.89
C 0.21 0.43 1.03
C 1.46 0.88 1.60
H 7.80 -1.37 -3.00
H 6.81 0.91 -3.34
H 4.72 1.56 -2.19
H 4.62 -2.22 -0.21
H 6.72 -2.88 -1.39
H 2.91 2.69 -0.96
H 1.87 4.27 -2.62
H -0.14 3.56 -3.83
H -0.84 1.13 -3.82
H 0.57 -0.56 -2.65
H 4.75 1.42 0.84
H 4.71 2.32 3.12
H 2.82 1.89 4.61
H 0.56 0.88 4.89
H -1.15 -0.78 3.95
H -1.51 -0.77 1.53
N -5.25 -2.78 3.76
C -4.82 -2.39 2.46
C -5.23 -1.12 2.04
C -4.73 -0.56 0.87
C -3.88 -1.34 0.10
C -3.51 -2.62 0.42
C -4.03 -3.18 1.58
S -3.28 -0.74 -1.47
O -4.41 -0.29 -2.28
O -2.33 -1.68 -2.05
N -2.29 0.60 -0.98
C -2.73 1.91 -0.78
N -3.97 2.32 -0.85
C -4.12 3.60 -0.50
C -3.12 4.42 0.09
C -1.91 3.84 0.30
N -1.69 2.60 -0.30
H -5.25 -1.98 4.39
H -4.74 -3.59 4.15
H -5.99 -0.54 2.57
H -5.05 0.44 0.51
H -2.82 -3.17 -0.22
H -3.75 -4.22 1.81
H -5.09 4.04 -0.79
H -3.30 5.45 0.40
H -1.07 4.21 0.86
C -1.17 -5.07 -1.38
O -0.56 -6.39 -1.44
H -0.57 -4.33 -1.96
H -1.25 -4.73 -0.33
H -2.17 -5.14 -1.84
H 0.17 -6.43 -0.77
*
```

The energy above the lowest of the compared OMol25 structures with the same formula, charge and spin is 0.220 eV. The expectation value of S² is 2.015. Its molecular weight is 776.50 u. The calculated total energy comes out at -68724.115 eV.

The Löwdin scheme yields these atomic charges, measured in e: 1.66, -0.05, -0.08, -0.10, -0.38, -0.10, -0.06, 1.11, -0.44, -0.06, -0.02, -0.02, -0.11, -0.28, -0.37, -0.07, -0.04, 0.01, -0.15, 0.01, -0.03, -0.07, -0.27, -0.18, 0.12, 0.12, 0.10, 0.10, 0.11, 0.13, 0.15, 0.13, 0.15, 0.14, 0.13, 0.12, 0.13, 0.14, 0.14, 0.10, 0.11, -0.27, -0.02, -0.06, -0.33, -0.07, 0.01, 0.72, -0.25, -0.31, -0.24, -0.47, 0.19, -0.01, 0.01, 0.00, -0.07, 0.10, 0.11, 0.13, 0.12, 0.09, 0.13, 0.15, 0.13, 0.13, -0.17, -0.13, 0.08, 0.06, 0.09, 0.10

2.
Formula: C6H8NS
Source: the Open Molecules 2025 dataset
Level of theory: the ωB97M-V functional and the def2-TZVPD basis

Structure (ORCA input):
```
! RIJCOSX wB97M-V def2-TZVPD def2/J DEFGRID3
* xyz 1 1
C -1.86 -1.47 0.16
C -0.69 -0.75 0.09
C -3.02 -0.82 -0.05
C -1.00 0.62 -0.04
C 2.23 0.87 0.06
C -0.17 1.63 -0.22
N 2.82 -0.26 -0.15
S -2.85 0.87 -0.12
H -1.90 -2.60 0.21
H 0.28 -1.05 0.49
H -4.03 -1.31 -0.07
H 2.53 1.68 -0.72
H 1.71 1.05 0.96
H -0.33 2.68 -0.27
H 3.47 -0.28 -0.94
H 2.80 -0.88 0.61
*
```

The energy above the lowest of the compared OMol25 structures with the same formula, charge and spin is 3.287 eV. Its molecular weight is 126.20 u. The calculated total energy comes out at -18665.659 eV.

The natural (NBO) scheme yields these atomic charges, measured in e: -0.29, -0.07, -0.27, -0.34, 0.05, -0.17, -0.70, 0.51, 0.25, 0.23, 0.28, 0.24, 0.23, 0.20, 0.44, 0.42

3.
Formula: C21H47BO2P
Source: the Open Molecules 2025 dataset
Level of theory: the ωB97M-V functional and the def2-TZVPD basis

Structure (ORCA input):
```
! RIJCOSX wB97M-V def2-TZVPD def2/J DEFGRID3
* xyz 1 1
C 8.85 -4.75 -2.22
C 8.19 -3.42 -2.67
C 7.00 -3.70 -3.57
O 6.15 -2.56 -3.69
B 5.10 -2.36 -2.86
C 4.19 -3.53 -2.28
C 2.75 -3.14 -2.34
O 2.26 -2.27 -1.64
H 8.83 -4.85 -1.13
H 9.90 -4.80 -2.52
H 8.35 -5.62 -2.64
H 7.88 -2.85 -1.80
H 8.93 -2.86 -3.24
H 6.45 -4.58 -3.21
H 7.36 -3.94 -4.57
H 4.82 -1.23 -2.57
H 4.36 -4.50 -2.74
H 4.44 -3.60 -1.21
H 2.12 -3.67 -3.07
C -4.18 -1.89 2.83
C -3.83 -1.66 1.36
C -2.33 -1.52 1.12
C -1.71 -0.19 1.58
P -1.89 1.23 0.48
C -1.35 0.69 -1.16
C -0.02 -0.06 -1.31
C 1.27 0.75 -1.21
C 1.31 2.00 -2.08
C -0.73 2.50 1.02
C -0.82 3.14 2.42
C -1.90 4.19 2.65
C -2.05 5.21 1.53
C -3.56 1.80 0.13
C -4.50 2.48 1.14
C -4.71 1.79 2.49
C -6.05 1.06 2.59
H -3.81 -1.09 3.47
H -5.26 -1.95 2.97
H -3.75 -2.83 3.18
H -4.37 -0.78 0.99
H -4.19 -2.50 0.77
H -2.10 -1.68 0.07
H -1.82 -2.32 1.66
H -0.63 -0.31 1.66
H -2.04 0.07 2.59
H -1.39 1.57 -1.82
H -2.15 0.04 -1.51
H -0.04 -0.54 -2.29
H 0.02 -0.89 -0.59
H 2.08 0.08 -1.51
H 1.49 1.01 -0.17
H 1.22 1.75 -3.14
H 2.26 2.52 -1.95
H 0.52 2.71 -1.84
H -0.67 3.26 0.24
H 0.23 1.98 0.99
H 0.15 3.60 2.60
H -0.92 2.35 3.17
H -1.65 4.72 3.58
H -2.86 3.71 2.85
H -1.15 5.81 1.41
H -2.87 5.90 1.75
H -2.28 4.75 0.57
H -4.07 0.95 -0.33
H -3.42 2.50 -0.71
H -5.47 2.57 0.64
H -4.17 3.51 1.28
H -4.68 2.54 3.29
H -3.90 1.09 2.71
H -6.88 1.77 2.55
H -6.14 0.51 3.52
H -6.19 0.35 1.77
*
```

Its molecular weight is 373.39 u. The calculated total energy comes out at -36595.242 eV.

The Löwdin scheme yields these atomic charges, measured in e: -0.09, -0.20, -0.20, 0.03, -0.27, -0.08, -0.27, 0.02, 0.07, 0.07, 0.07, 0.11, 0.11, 0.11, 0.14, 0.10, 0.10, 0.13, 0.13, -0.10, -0.25, -0.22, -0.26, 1.02, -0.27, -0.23, -0.26, -0.09, -0.26, -0.21, -0.25, -0.10, -0.25, -0.21, -0.25, -0.10, 0.06, 0.08, 0.08, 0.07, 0.12, 0.10, 0.12, 0.11, 0.09, 0.10, 0.10, 0.12, 0.09, 0.09, 0.09, 0.08, 0.08, 0.05, 0.09, 0.08, 0.12, 0.11, 0.12, 0.07, 0.09, 0.08, 0.06, 0.10, 0.11, 0.12, 0.08, 0.11, 0.07, 0.08, 0.08, 0.07

4.
Formula: C30H26Br2N2O5S2SiTeW
Source: the Open Molecules 2025 dataset
Level of theory: the ωB97M-V functional and the def2-TZVPD basis

Structure (ORCA input):
```
! RIJCOSX wB97M-V def2-TZVPD def2/J DEFGRID3
* xyz 0 1
W -0.81 0.20 0.32
O -0.44 -0.32 5.91
C -0.51 -0.60 4.59
C -0.52 -1.93 4.12
C -0.60 -2.17 2.77
N -0.66 -1.11 1.97
C -0.63 0.12 2.39
Br -0.94 2.75 0.91
C -0.57 0.48 3.71
H -0.39 -1.14 6.42
H -0.47 -2.76 4.82
H -0.61 -3.15 2.32
H -0.55 1.50 4.05
Br 1.36 1.06 -4.19
C -0.33 1.87 -4.35
C -0.64 2.46 -5.57
C -1.88 3.04 -5.78
C -2.83 3.05 -4.77
C -2.53 2.46 -3.55
C -1.28 1.87 -3.33
C -1.07 1.29 -1.99
O -2.06 1.01 -1.24
O 0.06 1.06 -1.48
H 0.10 2.44 -6.36
H -2.10 3.50 -6.73
H -3.79 3.50 -4.92
H -3.25 2.45 -2.75
O -1.95 -1.61 -2.85
S -2.50 -2.34 -1.75
O -2.15 -3.71 -1.55
N -2.25 -1.44 -0.32
C -3.39 -0.90 0.08
S -3.26 0.31 1.23
C -4.60 -1.35 -0.62
C -5.92 -1.06 -0.35
C -6.89 -1.61 -1.18
C -6.54 -2.43 -2.25
C -5.20 -2.73 -2.52
C -4.26 -2.16 -1.69
H -6.19 -0.41 0.48
H -7.94 -1.40 -0.99
H -7.31 -2.85 -2.88
H -4.92 -3.36 -3.34
Te 0.79 -1.93 -0.78
C 2.80 -2.10 -0.14
C 3.15 -3.37 0.32
C 4.47 -3.67 0.62
C 5.45 -2.69 0.48
C 5.10 -1.43 0.03
C 3.78 -1.13 -0.28
H 2.39 -4.13 0.44
H 4.73 -4.66 0.97
H 6.48 -2.92 0.72
H 5.86 -0.67 -0.09
H 3.52 -0.15 -0.65
C 3.19 3.95 1.48
Si 3.52 2.19 1.98
C 3.32 1.97 3.83
C 5.24 1.67 1.46
C 2.23 1.15 1.18
C 1.19 0.61 0.85
H 3.96 4.62 1.88
H 2.22 4.28 1.84
H 3.19 4.05 0.39
H 3.99 2.63 4.38
H 3.54 0.94 4.12
H 2.29 2.19 4.13
H 5.97 2.41 1.78
H 5.31 1.57 0.38
H 5.51 0.71 1.91
*
```

The energy above the lowest of the compared OMol25 structures with the same formula, charge and spin is 0.449 eV. Its molecular weight is 1058.02 u. The calculated total energy comes out at -223502.004 eV.

The natural (NBO) scheme yields these atomic charges, measured in e: 1.03, -0.64, 0.38, -0.34, 0.10, -0.49, 0.20, -0.31, -0.30, 0.49, 0.23, 0.24, 0.26, 0.12, -0.04, -0.24, -0.17, -0.23, -0.15, -0.14, 0.79, -0.67, -0.60, 0.23, 0.22, 0.22, 0.24, -0.90, 2.30, -0.89, -0.81, 0.16, 0.13, -0.15, -0.14, -0.19, -0.17, -0.20, -0.22, 0.24, 0.23, 0.23, 0.24, 0.33, -0.27, -0.18, -0.24, -0.22, -0.21, -0.23, 0.21, 0.21, 0.21, 0.21, 0.23, -1.10, 1.62, -1.10, -1.11, -0.52, -0.24, 0.23, 0.25, 0.24, 0.23, 0.24, 0.24, 0.23, 0.24, 0.24

5.
Formula: C6H10O
Source: the Open Molecules 2025 dataset
Level of theory: the ωB97M-V functional and the def2-TZVPD basis

Structure (ORCA input):
```
! RIJCOSX wB97M-V def2-TZVPD def2/J DEFGRID3
* xyz 0 1
C 0.97 1.67 0.71
C 1.86 0.69 0.62
C 1.65 -0.60 -0.12
O 0.39 -0.70 -0.74
C -0.64 -1.19 0.10
C -1.94 -0.49 -0.16
C -2.13 0.40 -1.13
H -0.01 1.59 0.24
H 1.19 2.60 1.23
H 2.84 0.80 1.08
H 1.81 -1.46 0.55
H 2.40 -0.69 -0.92
H -0.36 -1.05 1.16
H -0.76 -2.27 -0.07
H -2.75 -0.75 0.52
H -1.32 0.66 -1.81
H -3.09 0.89 -1.27
*
```

The energy above the lowest of the compared OMol25 structures with the same formula, charge and spin is 1.550 eV. Its molecular weight is 98.14 u. Its SMILES is C=CCOCC=C. The calculated total energy comes out at -8429.690 eV.

The natural (NBO) scheme yields these atomic charges, measured in e: -0.40, -0.21, -0.10, -0.54, -0.10, -0.20, -0.40, 0.21, 0.20, 0.20, 0.17, 0.20, 0.18, 0.18, 0.20, 0.21, 0.20